{"formula": "C18H22Cl2F6FeN4O9S2", "method": "ωB97M-V/def2-TZVPD", "e_homo_ev": [-11.243, -11.243], "max_force_ev_per_a": 0.79, "spin_multiplicity": 6, "lumo_ev": [-2.6, -6.5], "total_charge": 1, "symbols": ["Fe", "F", "C", "F", "F", "S", "O", "O", "N", "S", "O", "O", "C", "F", "F", "F", "O", "Cl", "O", "O", "O", "C", "C", "C", "C", "C", "O", "C", "C", "C", "C", "C", "C", "Cl", "C", "C", "C", "N", "C", "N", "C", "N", "H", "H", "H", "H", "H", "H", "H", "H", "H", "H", "H", "H", "H", "H", "H", "H", "H", "H", "H", "H", "H", "H"], "positions_angstrom": [[2.1354, 1.0269, -3.1772], [5.9355, 1.8542, -1.7518], [5.1836, 2.8958, -2.0561], [4.0852, 2.8788, -1.2860], [5.8386, 4.0144, -1.8866], [4.6470, 2.7632, -3.8117], [3.8695, 1.4761, -3.8691], [5.8028, 2.7763, -4.6158], [3.6902, 3.9841, -3.9471], [2.1454, 4.0065, -4.2034], [1.5483, 2.6319, -4.0443], [1.7171, 4.6831, -5.3632], [1.5012, 4.9157, -2.7157], [1.4569, 4.0668, -1.6864], [0.2905, 5.3458, -2.9921], [2.3059, 5.9159, -2.4365], [0.3067, -1.8434, -2.5212], [0.7161, -1.1558, -3.6791], [0.3398, -1.7468, -4.8851], [0.2817, 0.2865, -3.6126], [2.2072, -0.9100, -3.6349], [0.9185, -2.7858, 0.9418], [-0.3445, -2.4587, 1.7652], [-0.5788, -3.6053, 2.7639], [-1.5263, -2.4344, 0.7929], [-0.1971, -1.1060, 2.5440], [1.0427, -1.0618, 3.2469], [-1.3180, -0.8434, 3.6073], [-2.4903, 0.1241, 3.3466], [-3.5506, -0.3475, 2.3849], [-4.3200, -1.4716, 2.6777], [-5.2634, -1.9474, 1.7831], [-5.4477, -1.2866, 0.5772], [-6.6154, -1.8874, -0.5585], [-4.7236, -0.1486, 0.2744], [-3.7832, 0.3145, 1.1865], [-0.1968, 0.1313, 1.6449], [0.8632, 0.2704, 0.6282], [0.6508, 0.6454, -0.6105], [1.8300, 0.7828, -1.2368], [2.7462, 0.4422, -0.2618], [2.1937, 0.1363, 0.8691], [0.8849, -3.8337, 0.6430], [1.8474, -2.6224, 1.4865], [0.9616, -2.2045, 0.0202], [-0.4014, -4.5587, 2.2672], [-1.6058, -3.6206, 3.1291], [0.0789, -3.5688, 3.6364], [-1.6387, -3.4244, 0.3462], [-1.3677, -1.7345, -0.0321], [-2.4668, -2.1883, 1.2813], [1.3276, -1.9582, 3.4522], [-0.7689, -0.4430, 4.4591], [-1.7273, -1.8000, 3.9291], [-2.1298, 1.1043, 3.0300], [-2.9574, 0.2929, 4.3198], [-4.1796, -1.9905, 3.6195], [-5.8569, -2.8212, 2.0138], [-4.9021, 0.3720, -0.6564], [-3.2311, 1.2210, 0.9579], [-0.1244, 1.0182, 2.2729], [-1.1285, 0.1599, 1.0832], [-0.3208, 0.8333, -1.0372], [3.8131, 0.4386, -0.4125]], "atomic_forces_ev_per_a": [[-0.33, -0.18, -0.25], [0.04, -0.06, 0.04], [-0.01, -0.13, -0.04], [-0.01, 0.04, 0.02], [0.03, 0.09, 0.08], [-0.25, 0.17, -0.41], [0.51, -0.10, 0.59], [0.01, 0.05, -0.03], [-0.16, -0.15, -0.09], [0.19, -0.36, -0.06], [-0.22, 0.65, 0.16], [0.08, 0.10, 0.01], [0.03, -0.02, -0.16], [0.03, -0.02, 0.05], [-0.04, -0.01, 0.06], [-0.03, 0.04, 0.04], [0.03, 0.08, -0.06], [-0.15, -0.04, -0.07], [0.06, 0.07, 0.00], [-0.33, -0.07, 0.00], [0.34, -0.31, -0.09], [-0.03, 0.03, 0.04], [0.03, 0.01, -0.03], [-0.01, -0.04, 0.00], [0.00, -0.09, -0.03], [-0.02, 0.03, -0.07], [-0.01, -0.05, -0.11], [-0.04, -0.07, 0.00], [-0.01, -0.01, -0.02], [0.00, 0.06, 0.06], [-0.06, 0.02, 0.02], [0.01, 0.00, 0.03], [-0.09, -0.07, -0.08], [0.05, 0.03, 0.05], [0.05, 0.04, 0.03], [-0.02, -0.01, -0.05], [0.13, 0.08, -0.03], [-0.07, -0.18, 0.17], [0.06, 0.16, -0.23], [0.25, -0.03, 0.41], [0.02, 0.05, -0.13], [-0.17, 0.12, 0.06], [-0.01, 0.01, -0.02], [0.01, -0.02, 0.03], [0.02, 0.03, 0.01], [-0.01, 0.00, 0.00], [0.03, -0.01, 0.00], [0.02, 0.00, -0.02], [0.02, 0.01, -0.01], [-0.01, 0.01, -0.01], [0.08, -0.04, -0.05], [-0.02, 0.03, 0.06], [-0.01, -0.01, 0.03], [0.01, 0.06, 0.04], [-0.02, 0.02, 0.03], [0.01, -0.01, 0.00], [0.01, 0.01, 0.00], [0.00, 0.00, 0.00], [0.00, 0.00, 0.00], [-0.01, 0.00, 0.01], [0.04, -0.02, 0.03], [-0.01, 0.12, 0.06], [0.00, -0.07, -0.04], [-0.02, -0.04, -0.02]], "nbo_charge": [1.9580, -0.2851, 0.7457, -0.3218, -0.2649, 2.2522, -1.0120, -0.8094, -1.2036, 2.2373, -1.0113, -0.8105, 0.7622, -0.3134, -0.2743, -0.2737, -0.7278, 2.5183, -0.6769, -0.8597, -0.8551, -0.6213, -0.0483, -0.6194, -0.6178, 0.2600, -0.7241, -0.4344, -0.4217, -0.0559, -0.1530, -0.2339, -0.0366, 0.0221, -0.2264, -0.2150, -0.2028, -0.1399, 0.2523, -0.7038, 0.1763, -0.1858, 0.2244, 0.2196, 0.1936, 0.2258, 0.2167, 0.2048, 0.2277, 0.1874, 0.2299, 0.4801, 0.2439, 0.2219, 0.2006, 0.2395, 0.2121, 0.2384, 0.2327, 0.2035, 0.2321, 0.2328, 0.2535, 0.2340]}

=====

{"formula": "C5H9NS", "method": "ωB97M-V/def2-TZVPD", "e_homo_ev": -8.636, "max_force_ev_per_a": 2.31, "lumo_ev": 1.0, "e_above_lowest_kcal_mol": 67.6, "smiles": "N[C@@H]1CC[C@H]2S[C@H]12", "symbols": ["N", "C", "C", "C", "C", "S", "C", "H", "H", "H", "H", "H", "H", "H", "H", "H"], "positions_angstrom": [[1.7920, 0.0670, -1.0408], [1.3421, 0.3146, 0.3199], [1.0625, -1.0727, 1.0213], [-0.4556, -1.5122, 0.9638], [-0.7973, -0.5067, -0.1768], [-1.6208, 1.0541, -0.6865], [-0.1239, 0.7020, 0.2903], [2.8102, -0.2264, -0.9259], [1.7256, 0.9377, -1.5967], [2.0666, 0.9332, 0.9111], [1.3965, -0.9515, 2.0223], [1.6647, -1.8159, 0.5594], [-1.0055, -1.2978, 1.8436], [-0.6551, -2.5928, 0.7604], [-0.3485, -0.8703, -1.0964], [-0.4326, 0.9989, 1.2805]], "atomic_forces_ev_per_a": [[2.31, 0.02, 0.02], [-0.62, -0.28, -0.73], [0.03, 0.03, 0.48], [-0.30, 0.25, -1.50], [-0.30, -0.71, -0.01], [0.12, -0.24, -0.05], [-0.19, 1.09, 0.30], [-1.70, 0.67, -0.87], [0.42, -0.72, 0.46], [-0.92, -0.24, -0.30], [0.21, -0.27, 1.14], [0.67, -0.69, -0.42], [-0.29, 0.44, 1.08], [0.50, 0.88, -0.22], [0.05, 0.05, 0.13], [0.01, -0.27, 0.47]], "nbo_charge": [-0.8500, -0.0527, -0.4082, -0.3985, -0.3203, 0.1620, -0.3398, 0.3594, 0.3707, 0.1873, 0.2087, 0.2150, 0.2077, 0.2187, 0.2322, 0.2077]}

=====

{"formula": "C4H15N2O2", "method": "ωB97M-V/def2-TZVPD", "e_homo_ev": -12.801, "max_force_ev_per_a": 1.55, "lumo_ev": -2.9, "e_above_lowest_kcal_mol": 28.6, "total_charge": 1, "symbols": ["N", "C", "C", "O", "C", "N", "C", "H", "H", "H", "H", "H", "H", "H", "H", "H", "H", "H", "H", "H", "H", "H", "O"], "positions_angstrom": [[-1.0071, 0.3298, 1.0791], [0.4815, 0.2704, 1.1684], [0.8909, -1.1975, 1.3768], [-0.2173, -1.8101, 2.0361], [1.0214, 0.7737, -0.1856], [0.2557, 0.1150, -1.2285], [1.0150, -0.7402, -2.1334], [-1.4931, 0.3279, 1.9714], [-1.3152, -0.4549, 0.5018], [-1.2925, 1.1686, 0.5651], [0.8480, 0.7620, 2.0647], [1.8041, -1.2400, 1.9842], [1.1722, -1.7679, 0.4888], [0.0168, -2.6441, 2.4585], [0.9125, 1.8597, -0.2564], [2.0853, 0.5620, -0.2349], [-0.3449, 0.8094, -1.6592], [1.7421, -1.3043, -1.5534], [1.5893, -0.2568, -2.9245], [0.3518, -1.5066, -2.5393], [-2.4615, 1.5696, -2.2184], [-1.8422, 2.8695, -1.7811], [-1.9162, 1.9380, -1.5079]], "atomic_forces_ev_per_a": [[-0.32, 0.64, -0.21], [1.05, -1.08, -0.37], [0.12, -0.75, 0.56], [0.07, 0.02, 0.12], [-0.36, 0.28, 0.45], [0.35, 0.08, 0.09], [-0.12, -0.61, 0.17], [0.14, -0.33, 0.17], [-0.03, -0.09, 0.05], [-0.04, 0.05, -0.06], [-0.39, 0.73, -0.16], [-0.23, 0.27, 0.18], [-0.49, 0.37, -0.38], [0.13, 0.09, -0.13], [0.05, 0.04, 0.11], [0.16, -0.06, -0.05], [0.24, -0.41, -0.36], [0.09, 0.01, 0.13], [-0.23, 0.29, -0.09], [0.03, 0.23, -0.31], [-0.02, -0.17, 0.24], [0.04, -0.28, 0.31], [-0.23, 0.67, -0.45]], "nbo_charge": [-0.6783, -0.0780, -0.0812, -0.7563, -0.2389, -0.6976, -0.4140, 0.4491, 0.4678, 0.4514, 0.2333, 0.1951, 0.1880, 0.5045, 0.2053, 0.2245, 0.4056, 0.1910, 0.1955, 0.2124, 0.4979, 0.4976, -0.9749]}

=====

{"formula": "C4H12N2O", "method": "ωB97M-V/def2-TZVPD", "e_homo_ev": -8.880, "max_force_ev_per_a": 2.63, "lumo_ev": 0.5, "e_above_lowest_kcal_mol": 43.6, "smiles": "CCC/N=C\\N.O", "symbols": ["C", "C", "C", "N", "C", "N", "H", "H", "H", "H", "H", "H", "H", "H", "H", "H", "O", "H", "H"], "positions_angstrom": [[1.7660, 0.9974, -1.8284], [0.7048, 0.9570, -0.7376], [-0.3917, -0.0621, -1.0315], [0.1357, -1.4432, -0.8130], [0.2050, -1.9342, 0.3677], [-0.1936, -1.3266, 1.5216], [2.1066, -0.0445, -1.8480], [1.5421, 1.6353, -2.6660], [2.6306, 1.5396, -1.4024], [1.1906, 0.6634, 0.1984], [0.2416, 1.9269, -0.4911], [-0.7143, -0.1234, -2.0798], [-1.3912, 0.0758, -0.5746], [0.5836, -2.9548, 0.2571], [-0.4259, -1.7257, 2.4068], [-0.7383, -0.5221, 1.2539], [-1.8762, 1.8804, 1.8043], [-1.0745, 1.9580, 2.3731], [-2.6060, 2.1621, 2.3837]], "atomic_forces_ev_per_a": [[1.14, 0.53, 2.31], [-1.00, 0.66, 0.45], [-0.46, -1.76, -0.49], [-0.23, 0.82, 0.28], [0.00, -0.91, -1.78], [-0.04, 0.93, -0.53], [-0.09, 0.28, -1.40], [-0.50, -0.80, -0.91], [-0.11, -0.19, 0.02], [-0.02, -0.13, -0.05], [0.20, -0.07, -0.44], [0.57, 0.62, -0.09], [0.58, 0.31, 0.69], [0.04, 0.07, 1.38], [0.10, -0.64, -0.08], [-0.23, 0.33, 0.64], [0.56, 0.13, 0.99], [-0.88, -0.03, -0.66], [0.39, -0.16, -0.34]], "nbo_charge": [-0.6267, -0.4124, -0.2853, -0.5038, 0.2540, -0.8480, 0.2341, 0.2157, 0.1983, 0.1978, 0.2035, 0.2046, 0.1838, 0.1872, 0.3993, 0.3951, -0.9446, 0.4731, 0.4744]}

=====

{"formula": "C6H12O3", "method": "ωB97M-V/def2-TZVPD", "e_homo_ev": -8.333, "max_force_ev_per_a": 4.22, "lumo_ev": 0.8, "e_above_lowest_kcal_mol": 47.0, "smiles": "CC(C)=C(C)O.O=CO", "symbols": ["C", "C", "C", "C", "C", "O", "H", "H", "H", "H", "H", "H", "H", "H", "H", "H", "O", "C", "O", "H", "H"], "positions_angstrom": [[0.4134, 1.7333, -1.0820], [-0.2659, 1.0361, 0.0436], [-1.5275, 1.7095, 0.5496], [0.2409, 0.0372, 0.8004], [-0.4374, -0.6603, 1.9811], [1.4409, -0.5731, 0.5313], [-0.2924, 2.0821, -1.8576], [0.9391, 2.5278, -0.6548], [1.0773, 1.0596, -1.6000], [-1.3811, 2.0315, 1.5738], [-2.2670, 0.9216, 0.3677], [-1.8533, 2.4814, -0.1075], [0.1253, -0.7517, 2.8053], [-1.3865, -0.2517, 2.0655], [-0.5759, -1.7283, 1.8056], [1.9190, -0.2540, -0.3041], [0.7454, -1.2220, -2.2004], [0.6872, -2.3487, -1.8327], [0.8960, -2.6959, -0.5516], [0.3149, -3.1277, -2.4840], [1.1875, -2.0069, 0.1506]], "atomic_forces_ev_per_a": [[-0.74, -1.62, -0.89], [0.11, -0.24, 1.59], [0.18, -1.72, -0.70], [-0.83, 0.43, -0.56], [-0.09, -0.58, -4.18], [2.17, 0.60, -0.86], [0.20, -0.02, 0.54], [0.96, 1.64, 0.27], [0.45, -0.04, -0.23], [-0.61, 0.08, 0.10], [-0.54, 0.32, 0.93], [0.08, 0.97, -0.26], [2.06, 0.83, 3.35], [-1.61, 0.76, 0.89], [-0.21, -0.16, -0.87], [-1.43, -0.32, 1.54], [0.52, 1.67, -1.19], [-0.39, 0.22, 2.65], [-0.06, -1.99, -0.44], [0.19, -0.82, 0.09], [-0.41, -0.01, -1.79]], "nbo_charge": [-0.6401, -0.0651, -0.6441, 0.3039, -0.6596, -0.7210, 0.2208, 0.2142, 0.2222, 0.2204, 0.2210, 0.2154, 0.2210, 0.2252, 0.2207, 0.5168, -0.6240, 0.6580, -0.7412, 0.1183, 0.5171]}

=====

{"formula": "H10MgO9S", "method": "ωB97M-V/def2-TZVPD", "e_homo_ev": -6.878, "max_force_ev_per_a": 2.11, "lumo_ev": -1.6, "e_above_lowest_kcal_mol": 42.6, "symbols": ["Mg", "S", "O", "O", "O", "O", "O", "H", "H", "O", "H", "H", "O", "H", "H", "O", "H", "H", "O", "H", "H"], "positions_angstrom": [[-0.3895, 0.0290, 0.0009], [2.6574, -0.3197, -0.8013], [2.8450, -0.8062, 0.6001], [1.1248, -0.2152, -0.9406], [3.1360, 1.0523, -0.9736], [3.1335, -1.2626, -1.8071], [-1.5756, 0.0281, -1.7531], [-1.4900, 0.4231, -2.6258], [-2.4695, -0.3246, -1.7131], [-2.0455, 0.2872, 1.1574], [-2.7433, -0.3757, 1.1323], [-2.4809, 1.0930, 1.4533], [-0.7167, -1.9788, 0.1071], [-1.5205, -2.4413, 0.3633], [0.0077, -2.5898, 0.2961], [0.7772, 0.0276, 1.6576], [0.5869, 0.5595, 2.4356], [1.5618, -0.5203, 1.8501], [-0.2653, 2.0855, -0.1452], [0.6518, 2.3723, -0.3038], [-0.7855, 2.8767, 0.0101]], "atomic_forces_ev_per_a": [[0.79, 0.19, -0.18], [-0.33, -0.01, 0.20], [0.52, -0.38, -0.32], [0.50, -0.35, -1.28], [0.19, 0.03, 0.13], [-0.11, 0.34, 0.56], [-0.77, -0.06, 0.16], [0.44, 0.02, 0.01], [-0.02, -0.02, -0.21], [-0.84, -0.05, 0.21], [0.01, -0.04, 0.17], [0.14, 0.12, -0.02], [-0.77, -0.67, 0.29], [0.11, -0.21, 0.00], [0.36, 0.30, -0.22], [-1.28, 0.46, 1.61], [0.09, -0.07, 0.09], [0.75, 0.15, -1.16], [0.06, 0.60, 0.13], [0.12, -0.42, -0.10], [0.04, 0.07, -0.06]], "nbo_charge": [1.7950, 2.5948, -1.1200, -1.2952, -1.0640, -1.0205, -0.9712, 0.5192, 0.4788, -0.9770, 0.4965, 0.5091, -0.9841, 0.4776, 0.5344, -1.0287, 0.4755, 0.5547, -1.0097, 0.5453, 0.4894]}

=====

{"formula": "C10H8F3NO", "method": "ωB97M-V/def2-TZVPD", "e_homo_ev": -8.244, "max_force_ev_per_a": 4.00, "lumo_ev": 0.2, "e_above_lowest_kcal_mol": 98.0, "smiles": "CC1=NOC(F)=C2C=CC=C[C@@H]2C1(F)F", "symbols": ["C", "C", "N", "O", "C", "F", "C", "C", "C", "C", "C", "C", "C", "F", "F", "H", "H", "H", "H", "H", "H", "H", "H"], "positions_angstrom": [[2.5145, -2.3869, -0.4899], [1.1402, -1.7775, -0.0812], [0.3100, -2.7071, 0.2120], [-0.9766, -2.6460, 0.6230], [-1.8449, -1.8175, 0.0691], [-2.9795, -2.3584, -0.3179], [-1.6116, -0.4865, -0.0075], [-2.7020, 0.4200, -0.5944], [-2.5848, 1.7580, -0.5265], [-1.4588, 2.3411, 0.1893], [-0.5076, 1.5624, 0.7302], [-0.3353, 0.0721, 0.5487], [0.9545, -0.2618, -0.1931], [2.0092, 0.4362, 0.3724], [1.0083, 0.0280, -1.5376], [2.6245, -2.2916, -1.5382], [2.4381, -3.4138, -0.3283], [3.4097, -1.8684, -0.1163], [-3.4886, -0.0228, -1.1954], [-3.2901, 2.4924, -0.9631], [-1.5479, 3.2280, 0.6607], [0.2446, 2.0253, 1.3567], [-0.1610, -0.2806, 1.5467]], "atomic_forces_ev_per_a": [[-0.85, 2.24, 0.25], [1.01, -0.46, -0.39], [2.38, -0.86, -0.34], [-1.03, -0.70, 0.60], [0.47, 3.48, -0.25], [0.02, -0.65, 0.13], [-2.07, -0.52, -1.11], [1.49, -0.05, -0.19], [-0.21, 0.20, -0.36], [0.42, -3.94, 0.54], [0.48, 0.61, -0.44], [-0.59, 2.15, -0.72], [-0.14, -0.95, -0.06], [-0.64, -0.80, -0.25], [-0.48, 0.21, 0.77], [-0.14, 0.30, -1.37], [0.31, -1.59, 0.78], [-0.54, -0.34, 0.53], [0.03, -0.19, 0.34], [0.23, -0.96, 0.17], [-0.21, 3.40, 0.61], [-0.06, 0.05, 0.09], [0.12, -0.63, 0.64]], "nbo_charge": [-0.6384, 0.1878, -0.1065, -0.3484, 0.6887, -0.2905, -0.1862, -0.1835, -0.2160, -0.2284, -0.1305, -0.3614, 0.6671, -0.3360, -0.3273, 0.2285, 0.2402, 0.2331, 0.2264, 0.2175, 0.2088, 0.2100, 0.2450]}